The following is a DFT calculation (wB97M-V/def2-TZVPD) of a molecular structure, C31H32AlN4O5S.

```
74
Properties=species:S:1:pos:R:3:forces:R:3
Al 1.25656 0.68044 -0.19355 0.16 0.14 0.37
N 2.60116 -0.48210 0.95773 -0.15 -0.03 0.09
C 1.79448 -1.28056 1.86499 0.04 0.00 0.00
C 1.85764 -2.66227 1.80632 0.03 -0.02 -0.09
C 1.08972 -3.42864 2.66718 -0.06 -0.02 -0.01
C 0.27595 -2.79748 3.59639 0.00 0.02 0.00
C 0.20932 -1.41273 3.63295 -0.05 0.03 -0.02
C 0.95601 -0.61951 2.76003 -0.09 0.11 -0.05
C 0.79326 0.86777 2.73460 -0.08 -0.01 -0.06
C 0.58065 1.54784 3.93402 0.04 -0.08 -0.02
C 0.29613 2.90477 3.94267 -0.01 0.02 -0.04
C 0.21532 3.59754 2.74442 0.00 0.02 0.07
C 0.44642 2.92671 1.55025 0.06 -0.05 -0.01
C 0.75321 1.56148 1.50125 0.01 -0.13 0.06
H 3.17770 0.14980 1.50924 0.07 -0.02 -0.01
H 3.21824 -1.09814 0.44001 0.03 0.01 -0.10
H 2.50293 -3.14469 1.07865 0.01 0.03 0.04
H 1.11735 -4.50825 2.59766 0.00 0.05 0.03
H -0.32517 -3.38370 4.27895 0.00 0.02 -0.03
H -0.47043 -0.93144 4.32510 0.02 0.00 0.01
H 0.64865 1.00862 4.87155 -0.03 0.02 -0.01
H 0.13384 3.41839 4.88160 0.01 -0.02 -0.01
H -0.01559 4.65568 2.74380 0.01 -0.02 -0.01
H 0.39460 3.49960 0.62843 0.00 0.00 0.01
C -2.06252 1.80850 -1.22518 0.14 -0.06 0.02
C -0.77228 2.32576 -1.73516 -0.15 -0.07 0.11
C -0.75049 3.43239 -2.72608 0.02 -0.01 -0.09
O 0.29377 1.86026 -1.32275 0.11 0.34 -0.40
H -2.91967 2.27446 -1.70285 0.00 -0.01 0.00
H -2.10376 1.96328 -0.14175 0.12 0.10 -0.17
H -2.06855 0.72329 -1.37150 -0.02 0.09 -0.12
H -1.14964 4.33194 -2.24754 -0.03 -0.03 0.01
H -1.42246 3.19663 -3.55391 0.02 0.01 0.02
H 0.25496 3.62619 -3.09030 -0.01 -0.01 0.02
C -4.32541 1.46930 1.00154 -0.06 -0.14 0.04
C -3.84983 0.09247 0.61273 -0.11 -0.03 0.16
C -2.65616 -0.41827 1.11134 -0.02 -0.17 0.05
C -2.22358 -1.69591 0.77463 0.03 0.07 0.00
C -3.00638 -2.46557 -0.06673 -0.12 -0.01 0.03
C -4.21087 -1.98211 -0.57014 0.05 -0.09 0.05
C -4.61927 -0.70472 -0.23354 -0.05 0.06 -0.01
S -2.47301 -4.07366 -0.57444 0.19 -0.13 -0.06
O -1.32618 -4.47943 0.19442 0.07 0.12 -0.11
O -3.63048 -4.90833 -0.61675 -0.04 0.09 -0.04
N -1.97195 -3.77689 -2.11871 0.15 0.23 0.10
C -0.57587 -3.82931 -2.56379 0.02 -0.04 -0.01
C 0.44373 -2.92433 -1.87250 -0.41 -0.17 0.18
C 0.07552 -1.46880 -1.85646 -0.32 0.23 0.12
O -0.88931 -1.00495 -2.42617 0.18 0.05 -0.01
O 0.89241 -0.74762 -1.10053 0.25 -0.37 -0.20
H -3.54506 2.02701 1.52101 -0.04 0.01 0.02
H -5.18432 1.39960 1.67179 0.02 0.01 -0.01
H -4.64379 2.03872 0.12657 -0.01 0.01 0.04
H -2.05763 0.18874 1.77848 0.08 0.05 0.08
H -1.29855 -2.10304 1.16838 0.00 0.03 0.02
H -4.82375 -2.61829 -1.19915 0.01 0.05 0.04
H -5.55920 -0.32383 -0.61844 0.03 -0.02 0.01
H -2.46472 -2.97075 -2.48317 0.02 -0.09 -0.12
H -0.62517 -3.57339 -3.62030 0.05 -0.06 -0.08
H -0.22114 -4.85581 -2.49440 -0.06 -0.03 0.01
H 1.41913 -3.04492 -2.35032 0.01 0.02 0.02
H 0.55339 -3.21876 -0.82745 0.09 -0.06 0.02
N 5.11623 0.72322 -5.21039 -0.05 0.06 0.14
C 4.82680 1.11232 -4.16906 0.04 -0.02 -0.08
C 4.46250 1.58160 -2.85933 0.02 -0.02 -0.03
C 5.23484 2.51645 -2.17643 0.03 0.04 -0.01
C 4.83700 2.91562 -0.91167 0.04 0.02 -0.02
C 3.69189 2.36902 -0.36767 -0.07 -0.02 0.00
N 2.94860 1.46865 -1.02914 -0.16 -0.02 0.04
C 3.31882 1.08492 -2.25350 -0.07 -0.02 0.04
H 6.12581 2.92373 -2.63579 0.00 -0.02 0.01
H 5.40701 3.64369 -0.35227 -0.02 -0.02 0.00
H 3.33703 2.65559 0.61756 -0.01 -0.03 -0.05
H 2.68362 0.36625 -2.75740 0.01 0.00 0.04
```
Forces are in eV/Å.

E_HOMO = -11.2952 eV
frontier orbital gap = 7.585 eV
molecular weight = 599.67 g/mol
net charge = +1
electronic energy = -66295.80463 eV
LUMO level = -3.7102 eV
largest force on an atom = 0.010 Eh/bohr